1.
# C28H52Cl2GeNO5PPtSi3

A molecular structure, C28H52Cl2GeNO5PPtSi3 at a distorted geometry (ωB97M-V with the def2-TZVPD basis set, the OMol25 dataset).

Atoms and positions in Å:
Pt: -0.17 0.78 -0.06
Cl: -1.98 -0.81 7.45
C: -1.64 -0.18 5.88
C: -1.91 1.17 5.61
C: -1.61 1.67 4.36
Cl: -1.98 3.33 4.06
C: -1.04 0.89 3.31
O: -0.75 1.41 2.19
C: -0.82 -0.51 3.63
C: -0.30 -1.41 2.71
O: 0.04 -1.17 1.51
C: -1.12 -0.99 4.92
H: -2.34 1.82 6.36
H: -0.16 -2.44 3.05
H: -0.93 -2.04 5.15
C: 0.70 3.46 -4.37
C: 1.55 3.60 -3.28
C: 1.42 2.72 -2.22
N: 0.50 1.75 -2.21
C: -0.31 1.62 -3.26
C: -0.25 2.45 -4.36
H: 0.77 4.14 -5.21
H: 2.32 4.36 -3.27
H: 2.06 2.78 -1.35
H: -1.04 0.82 -3.20
H: -0.92 2.30 -5.19
C: 1.10 5.49 1.76
C: 0.61 4.07 1.55
O: -0.40 4.09 0.53
P: -1.29 2.86 0.06
O: -1.67 3.35 -1.42
C: -2.20 4.67 -1.65
C: -3.26 4.58 -2.74
O: -2.63 3.15 0.89
C: -3.79 2.33 0.69
C: -5.00 3.09 1.17
H: 1.88 5.50 2.51
H: 0.27 6.11 2.10
H: 1.48 5.90 0.83
H: 0.20 3.66 2.46
H: 1.43 3.42 1.22
H: -1.38 5.32 -1.97
H: -2.62 5.06 -0.73
H: -2.83 4.21 -3.66
H: -3.68 5.57 -2.91
H: -4.06 3.91 -2.43
H: -3.67 1.40 1.26
H: -3.89 2.07 -0.37
H: -5.09 4.04 0.64
H: -4.92 3.30 2.23
H: -5.90 2.50 0.99
C: 0.95 -0.68 -1.05
H: 1.96 -0.28 -1.16
H: 0.57 -0.87 -2.06
C: 2.73 -2.29 3.27
Si: 3.06 -2.31 1.41
C: 4.07 -3.84 0.92
C: 3.94 -0.71 0.91
Ge: 0.98 -2.33 0.03
Si: 2.15 -3.37 -2.40
C: 3.59 -2.23 -2.86
C: 2.75 -5.16 -2.32
C: 0.89 -3.19 -3.79
Si: -1.14 -3.63 -0.21
C: -2.14 -3.70 1.39
C: -2.14 -2.71 -1.53
C: -0.67 -5.39 -0.74
H: 3.67 -2.27 3.82
H: 2.18 -3.18 3.60
H: 2.15 -1.41 3.56
H: 4.89 -3.98 1.63
H: 4.51 -3.74 -0.07
H: 3.47 -4.75 0.94
H: 4.83 -0.55 1.53
H: 3.27 0.14 1.06
H: 4.25 -0.72 -0.13
H: 4.35 -2.15 -2.09
H: 3.25 -1.23 -3.11
H: 4.08 -2.65 -3.75
H: 3.55 -5.30 -1.59
H: 3.15 -5.42 -3.30
H: 1.95 -5.86 -2.09
H: 0.54 -2.16 -3.90
H: 0.02 -3.84 -3.67
H: 1.37 -3.47 -4.73
H: -2.38 -2.70 1.75
H: -1.60 -4.22 2.19
H: -3.08 -4.23 1.23
H: -2.28 -1.67 -1.23
H: -3.12 -3.16 -1.66
H: -1.63 -2.71 -2.50
H: 0.16 -5.77 -0.15
H: -0.38 -5.43 -1.79
H: -1.52 -6.06 -0.60

Summary:
- HOMO energy (spin up / spin down) (Eh) = -0.3586 / -0.3701
- energy above the lowest of the compared OMol25 structures with the same formula, charge and spin (kcal per mole) = 84.7
- gap between HOMO and LUMO (spin up / spin down) (Ha) = 0.223 / 0.216
- multiplicity = 2
- charge = +1

=====

2.
# C8H8BrClN2OS

A molecular structure, C8H8BrClN2OS at a distorted geometry (ωB97M-V with the def2-TZVPD basis set, the OMol25 dataset).

Atoms and positions in Å:
C: -1.69 1.22 -0.28
C: 0.42 2.36 0.12
C: 0.37 -0.03 0.13
C: -0.99 0.00 -0.12
C: 1.06 1.14 0.36
C: -0.87 2.37 -0.30
C: 2.29 -1.59 0.27
C: -2.69 -1.58 -0.99
N: 1.00 -1.26 0.18
N: 2.59 -0.15 2.02
O: -1.62 -1.22 -0.12
S: 2.59 1.24 1.22
Cl: -1.70 3.89 -0.53
Br: 3.49 -0.63 -0.96
H: -2.81 1.18 -0.47
H: 1.08 3.24 0.19
H: 2.56 -2.70 0.41
H: -3.65 -1.48 -0.38
H: -2.44 -2.67 -1.11
H: -2.78 -1.09 -1.98
H: 0.31 -2.01 -0.16
H: 3.47 -0.23 2.52

Summary:
- HOMO energy (spin up / spin down) (Eh) = -0.2656 / -0.2656
- energy above the lowest of the compared OMol25 structures with the same formula, charge and spin (kcal per mole) = 0.0
- gap between HOMO and LUMO (spin up / spin down) (Ha) = 0.269 / 0.269

=====

3.
# C28H64AlBrO6P

A molecular structure, C28H64AlBrO6P at a distorted geometry (ωB97M-V with the def2-TZVPD basis set, the OMol25 dataset).

Atoms and positions in Å:
C: 3.99 -0.52 3.91
C: 3.72 -1.38 2.66
C: 3.22 -2.79 3.02
C: 1.68 -2.89 3.08
Al: 0.71 -2.76 1.33
C: 1.83 -3.52 -0.16
C: 1.08 -4.23 -1.30
C: 1.98 -4.85 -2.38
C: 2.12 -4.03 -3.67
C: 0.82 -3.48 -4.27
C: 0.85 -1.97 -4.46
C: 1.03 -1.21 -3.13
C: 2.27 -0.30 -3.01
C: 1.98 1.19 -2.77
C: 2.73 1.75 -1.56
C: 2.11 1.31 -0.23
C: 1.14 2.32 0.35
O: 1.84 3.46 0.79
C: 1.11 4.27 1.68
P: 0.32 -0.37 1.08
O: -0.17 0.33 2.33
C: -1.14 -3.60 1.50
Br: -1.04 -5.32 2.48
C: -2.03 -3.87 0.28
C: -2.12 -2.67 -0.69
H: 3.24 -0.73 4.68
H: 4.97 -0.73 4.33
H: 3.94 0.55 3.68
H: 2.97 -0.87 2.04
H: 4.63 -1.44 2.06
H: 3.66 -3.06 3.99
H: 3.61 -3.52 2.29
H: 1.30 -2.15 3.79
H: 1.40 -3.87 3.49
H: 2.56 -4.23 0.27
H: 2.44 -2.70 -0.59
H: 0.39 -3.51 -1.77
H: 0.44 -5.02 -0.87
H: 2.98 -4.96 -1.94
H: 1.65 -5.87 -2.63
H: 2.61 -4.66 -4.43
H: 2.82 -3.20 -3.48
H: 0.63 -3.95 -5.24
H: -0.03 -3.75 -3.63
H: 1.68 -1.72 -5.14
H: -0.06 -1.64 -4.97
H: 1.06 -1.96 -2.32
H: 0.14 -0.61 -2.93
H: 2.89 -0.66 -2.19
H: 2.88 -0.41 -3.91
H: 0.90 1.32 -2.59
H: 2.20 1.79 -3.66
H: 3.78 1.41 -1.60
H: 2.76 2.85 -1.60
H: 1.57 0.36 -0.36
H: 2.89 1.12 0.53
H: 0.40 2.63 -0.41
H: 0.58 1.87 1.19
H: 0.03 4.21 1.47
H: 1.27 3.95 2.72
H: 1.43 5.30 1.56
H: 1.52 0.24 0.58
H: -0.47 -0.01 -0.05
H: -1.71 -2.96 2.19
H: -3.05 -4.10 0.61
H: -1.68 -4.75 -0.26
H: -1.19 -2.11 -0.73
H: -2.33 -3.01 -1.71
H: -2.92 -1.99 -0.40
C: 1.45 8.23 3.18
O: 0.96 8.25 1.85
C: -0.06 9.20 1.62
C: 0.46 10.49 1.03
O: 1.37 11.17 1.88
C: 2.73 10.90 1.61
H: 2.41 7.74 3.17
H: 1.57 9.25 3.58
H: 0.77 7.67 3.84
H: -0.61 9.41 2.55
H: -0.76 8.76 0.91
H: -0.39 11.16 0.86
H: 0.93 10.29 0.06
H: 3.08 11.48 0.74
H: 2.89 9.84 1.41
H: 3.30 11.19 2.48
C: -6.48 -3.82 1.28
O: -5.75 -3.50 0.11
C: -5.66 -4.56 -0.82
C: -6.67 -4.45 -1.94
O: -8.01 -4.51 -1.49
C: -8.60 -3.24 -1.28
H: -6.75 -2.88 1.76
H: -7.39 -4.38 1.05
H: -5.87 -4.40 1.97
H: -5.76 -5.53 -0.31
H: -4.66 -4.52 -1.26
H: -6.52 -5.29 -2.63
H: -6.50 -3.52 -2.50
H: -8.92 -2.79 -2.22
H: -7.91 -2.56 -0.77
H: -9.48 -3.39 -0.65

Summary:
- HOMO energy (Eh) = -0.1557
- gap between HOMO and LUMO (Ha) = 0.238
- charge = -1

=====

4.
# C29H35Cl3N4O2P2Ru

A molecular structure, C29H35Cl3N4O2P2Ru at a distorted geometry (ωB97M-V with the def2-TZVPD basis set, the OMol25 dataset).

Atoms and positions in Å:
Ru: -0.38 1.30 -1.42
C: -1.51 1.64 -3.25
C: -1.30 0.25 -2.98
C: -0.39 -0.63 -3.79
C: 1.01 0.00 -3.89
C: 1.37 0.74 -2.62
C: 1.16 2.12 -2.30
C: 0.49 3.09 -3.22
C: -0.60 2.52 -4.11
C: 1.02 0.66 1.75
H: -2.53 2.05 -3.22
H: -2.18 -0.31 -2.62
H: -0.76 -0.85 -4.81
H: -0.35 -1.60 -3.29
H: 1.71 -0.84 -4.03
H: 1.11 0.63 -4.78
H: 2.30 0.28 -2.23
H: 1.83 2.55 -1.59
H: 1.29 3.53 -3.80
H: 0.03 3.87 -2.59
H: -1.19 3.38 -4.49
H: -0.17 2.01 -4.99
H: 0.35 1.39 1.21
H: 1.81 1.22 2.22
H: 0.47 0.15 2.57
P: 1.57 -0.37 0.42
P: -1.41 -0.86 1.20
N: 3.01 0.70 -0.09
N: 2.49 -1.56 1.35
N: -2.22 0.45 0.33
N: -2.67 -1.91 1.66
C: 0.63 -1.56 -0.68
C: -0.80 -1.87 -0.25
C: 2.91 2.08 0.07
C: 4.12 2.67 -0.30
C: 4.97 1.63 -0.77
C: 4.29 0.43 -0.59
C: 3.34 -1.17 2.40
C: 4.13 -2.26 2.79
C: 3.73 -3.38 1.98
C: 2.71 -2.94 1.15
C: -1.64 1.79 0.33
C: -2.41 2.60 -0.51
C: -3.41 1.79 -1.09
C: -3.22 0.49 -0.61
C: -3.98 -2.09 1.27
C: -4.53 -3.10 2.05
C: -3.55 -3.50 2.98
C: -2.42 -2.74 2.77
H: 1.28 -2.42 -0.57
H: 0.67 -1.27 -1.72
H: -1.46 -1.71 -1.10
H: -0.88 -2.92 0.05
H: 1.97 2.49 0.41
H: 4.31 3.74 -0.23
H: 5.94 1.76 -1.23
H: 4.61 -0.58 -0.78
H: 3.30 -0.17 2.81
H: 4.91 -2.24 3.55
H: 4.16 -4.38 2.01
H: 2.14 -3.52 0.43
H: -1.32 2.13 1.32
H: -2.26 3.66 -0.54
H: -4.21 2.11 -1.75
H: -3.84 -0.37 -0.86
H: -4.41 -1.47 0.50
H: -5.52 -3.49 1.93
H: -3.60 -4.24 3.75
H: -1.47 -2.66 3.29
Cl: -3.44 -1.12 5.50
C: -2.42 0.31 5.21
Cl: -3.43 1.73 4.79
Cl: -1.45 0.66 6.64
C: -1.46 -0.10 3.97
O: -0.39 -0.63 4.28
O: -1.95 0.20 2.78

Summary:
- HOMO energy (spin up / spin down) (Eh) = -0.4464 / -0.4854
- energy above the lowest of the compared OMol25 structures with the same formula, charge and spin (kcal per mole) = 0.0
- gap between HOMO and LUMO (spin up / spin down) (Ha) = 0.208 / 0.112
- multiplicity = 5
- charge = +2

=====

5.
# C6H9NS

A molecular structure, C6H9NS at a distorted geometry (ωB97M-V with the def2-TZVPD basis set, the OMol25 dataset).

Atoms and positions in Å:
C: -1.06 -1.63 -0.93
C: -0.34 -0.47 -0.05
C: 1.29 -0.37 0.35
C: 0.92 1.17 0.12
C: -0.23 1.54 1.06
C: 0.22 0.58 -1.01
H: -0.47 -1.68 -2.07
H: -1.10 -2.80 -0.42
H: -1.97 -1.13 -1.17
H: 1.33 -0.91 1.33
H: 1.87 -0.77 -0.48
H: 1.88 1.77 -0.17
H: -0.90 2.42 0.91
H: 0.22 1.71 2.01
H: -0.91 -0.42 2.02
N: -0.98 0.21 1.09
S: 0.22 0.76 -2.60

Summary:
- HOMO energy (Eh) = -0.3081
- energy above the lowest of the compared OMol25 structures with the same formula, charge and spin (kcal per mole) = 100.7
- gap between HOMO and LUMO (Ha) = 0.322

=====

6.
# H23O12

12 unconnected molecules or ions with the total composition H23O12 at a distorted geometry (ωB97M-V with the def2-TZVPD basis set, the OMol25 dataset).

Atoms and positions in Å:
O: 5.91 16.35 -1.35
H: 5.26 16.60 -0.62
O: 5.03 18.71 -2.69
H: 5.35 17.83 -2.50
H: 4.43 18.82 -1.94
O: 7.25 17.19 0.74
H: 6.70 16.98 1.45
H: 6.79 16.76 0.01
O: 3.28 18.24 -0.44
H: 2.34 18.21 -0.33
H: 3.56 17.65 0.23
O: 3.27 15.47 -1.98
H: 4.06 15.94 -1.69
H: 3.51 14.53 -2.12
O: 8.29 14.64 -1.50
H: 7.99 13.94 -0.91
H: 7.50 15.07 -1.69
O: 5.77 14.41 -3.00
H: 5.82 15.22 -2.46
H: 6.24 13.70 -2.58
O: 4.27 16.79 1.59
H: 3.97 16.91 2.49
H: 4.57 15.95 1.84
O: 6.06 19.70 -0.21
H: 6.29 18.83 -0.11
H: 6.01 19.90 -1.14
O: 5.43 14.47 0.47
H: 6.34 14.52 0.76
H: 5.38 14.91 -0.38
O: 8.39 17.85 -2.23
H: 8.07 18.08 -3.11
H: 7.61 17.49 -1.89
O: 6.34 16.70 -4.72
H: 5.47 17.09 -4.94
H: 5.99 16.25 -3.95

Summary:
- HOMO energy (Eh) = -0.2578
- energy above the lowest of the compared OMol25 structures with the same formula, charge and spin (kcal per mole) = 67.6
- gap between HOMO and LUMO (Ha) = 0.347
- charge = -1

=====

7.
# C18H22N5O8V

A molecular structure, C18H22N5O8V at a distorted geometry (ωB97M-V with the def2-TZVPD basis set, the OMol25 dataset).

Atoms and positions in Å:
O: -14.72 6.41 18.51
V: -14.76 6.98 17.09
C: -14.98 9.84 19.31
C: -14.12 10.05 18.07
C: -12.73 10.60 18.42
O: -14.06 8.91 17.30
H: -16.00 9.62 18.98
H: -15.00 10.70 19.99
H: -14.61 8.98 19.88
H: -14.62 10.84 17.49
H: -12.05 10.48 17.57
H: -12.31 10.06 19.28
H: -12.82 11.66 18.65
N: -18.03 7.54 17.67
O: -18.57 6.49 17.95
O: -18.55 8.64 17.87
O: -16.86 7.54 17.15
N: -15.88 3.81 16.07
O: -15.34 4.93 16.36
O: -15.18 3.01 15.43
O: -17.01 3.56 16.42
N: -15.16 7.49 14.71
C: -15.62 8.71 14.44
C: -15.72 9.25 13.17
C: -15.23 8.50 12.10
C: -14.82 7.20 12.35
C: -14.81 6.73 13.66
H: -15.93 9.35 15.26
H: -16.00 10.29 13.06
H: -15.19 8.95 11.12
H: -14.46 6.56 11.56
H: -14.57 5.71 13.93
N: -12.31 6.45 20.24
C: -11.64 7.39 20.89
C: -10.32 7.25 21.32
C: -9.65 6.07 21.04
C: -10.36 5.05 20.40
C: -11.66 5.31 20.00
H: -12.20 8.30 21.11
H: -9.82 8.12 21.73
H: -8.58 5.99 21.16
H: -9.98 4.07 20.15
H: -12.26 4.57 19.49
N: -12.73 6.17 16.60
C: -12.46 4.98 16.05
C: -11.19 4.51 15.82
C: -10.10 5.33 16.16
C: -10.35 6.60 16.64
C: -11.68 6.95 16.86
H: -13.32 4.37 15.78
H: -11.01 3.55 15.35
H: -9.10 4.97 15.97
H: -9.59 7.32 16.91
H: -11.94 7.92 17.28

Summary:
- HOMO energy (spin up / spin down) (Eh) = -0.2024 / -0.2036
- energy above the lowest of the compared OMol25 structures with the same formula, charge and spin (kcal per mole) = 4.2
- gap between HOMO and LUMO (spin up / spin down) (Ha) = 0.289 / 0.290
- multiplicity = 2
- charge = -1

=====

8.
# C23H17HfN2O5S6

A molecular structure, C23H17HfN2O5S6 at a distorted geometry (ωB97M-V with the def2-TZVPD basis set, the OMol25 dataset).

Atoms and positions in Å:
Hf: 9.52 10.99 12.56
O: 12.88 11.43 17.66
C: 11.98 11.64 16.86
S: 10.54 10.56 16.66
C: 9.85 11.36 15.33
C: 10.50 12.44 14.79
S: 10.00 13.37 13.45
S: 11.92 13.00 15.64
S: 8.21 10.85 14.91
O: 9.96 11.34 8.43
C: 9.19 11.36 9.39
O: 9.69 11.44 10.66
C: 7.73 11.18 9.22
C: 7.33 11.22 7.89
C: 5.97 11.03 7.57
C: 5.09 10.48 8.54
C: 5.51 10.26 9.88
C: 6.81 10.74 10.30
S: 7.05 10.50 12.03
H: 8.08 11.36 7.15
H: 5.60 11.32 6.66
H: 4.07 10.33 8.27
H: 4.82 10.03 10.66
O: 10.08 9.08 13.28
C: 11.33 9.52 13.26
O: 11.53 10.62 12.63
C: 12.37 8.83 13.92
C: 12.18 7.74 14.70
C: 13.24 7.00 15.24
C: 14.53 7.46 15.00
C: 14.73 8.51 14.05
C: 13.70 9.27 13.60
H: 11.16 7.45 14.89
H: 13.10 6.14 15.85
H: 15.37 7.06 15.58
H: 15.69 8.87 13.79
H: 13.87 10.20 13.03
C: 12.93 12.36 9.26
C: 13.41 10.90 9.19
C: 14.54 10.38 9.79
C: 14.78 9.02 9.74
N: 13.91 8.18 9.16
C: 12.87 8.65 8.46
S: 11.92 7.74 7.42
N: 12.61 10.01 8.53
C: 16.00 8.48 10.44
H: 13.22 12.91 10.19
H: 11.83 12.28 9.28
H: 13.17 12.93 8.33
H: 15.33 10.98 10.25
H: 11.70 10.43 8.30
H: 16.27 9.24 11.16
H: 16.71 8.36 9.68
H: 15.83 7.52 10.96

Summary:
- HOMO energy (Eh) = -0.1769
- energy above the lowest of the compared OMol25 structures with the same formula, charge and spin (kcal per mole) = 0.0
- gap between HOMO and LUMO (Ha) = 0.236
- charge = -1